1.
Here is C57H39Cl4N9S3Tl as an isolated structure from OMol25. Energies are from wB97M-V/def2-TZVPD.

The geometry in XYZ format:
```
113
Properties=species:S:1:pos:R:3:mulliken_charge:R:1
Tl -0.00436 -0.11218 0.14262 1.69
Cl 1.57446 8.74635 4.32696 -0.25
C 1.28584 7.27406 3.45188 0.35
C 2.34765 6.48991 3.03770 -0.86
C 2.10766 5.30131 2.37354 -0.61
C 0.80380 4.80614 2.15506 0.80
C -0.23148 5.71452 2.44945 -0.27
C -0.00363 6.90726 3.11011 -1.21
C 0.59072 3.49041 1.53748 0.66
C -0.68044 3.11145 1.00298 0.56
C -2.00149 3.44918 1.53889 -2.09
C -2.91288 2.91268 0.70047 -0.65
C -2.16111 2.24872 -0.35371 0.36
C -2.70817 1.67871 -1.49287 1.34
C -4.16740 1.77168 -1.72297 -0.06
C -4.86425 2.97838 -1.71866 -0.11
C -6.23761 3.01102 -1.90625 -1.00
C -6.92742 1.82458 -2.08712 0.32
Cl -8.65256 1.85866 -2.30038 -0.24
C -6.26139 0.60957 -2.09996 -1.14
C -4.88784 0.59186 -1.93147 -0.04
C -1.95531 0.96636 -2.47831 0.34
N -0.80545 0.33955 -2.25317 0.39
C -0.40510 -0.21289 -3.43377 -0.09
C 0.73517 -0.98846 -3.59172 1.05
C 0.99576 -1.62196 -4.90439 -0.14
C 0.04511 -2.40182 -5.56265 -0.38
C 0.35010 -3.06002 -6.74346 -1.00
C 1.61788 -2.92693 -7.28420 0.27
Cl 2.03433 -3.79888 -8.72695 -0.24
C 2.56245 -2.10692 -6.68728 -1.02
C 2.24604 -1.45712 -5.50633 -0.11
C 1.72737 -1.17702 -2.57653 -0.41
C 2.75815 -2.20065 -2.57295 0.36
C 3.64021 -1.87861 -1.57060 -1.39
C 3.07802 -0.75248 -0.90306 0.19
N 1.95165 -0.34730 -1.53832 -0.72
C 3.57954 -0.17408 0.30622 1.08
C 3.00989 0.90125 0.98894 0.70
C 3.49942 1.43859 2.24887 -0.68
C 2.70403 2.48399 2.55396 -2.06
C 1.69482 2.57590 1.49570 -0.23
N 1.89383 1.60096 0.60289 -0.73
C 4.74358 -0.85658 0.93097 0.08
C 4.68783 -2.22813 1.19603 -0.66
C 5.72642 -2.88042 1.83886 -1.19
C 6.84082 -2.15616 2.22669 0.20
Cl 8.14004 -2.96327 3.05686 -0.25
C 6.93889 -0.80275 1.95681 -0.83
C 5.89367 -0.16335 1.30826 -0.18
C -1.35884 0.12386 -4.47647 -1.53
C -2.33619 0.83979 -3.87481 -1.41
N -0.82232 2.33690 -0.07934 -0.78
H 3.36403 6.81758 3.21083 0.40
H 2.95416 4.75414 1.99120 0.58
H -1.23871 5.50085 2.13910 0.53
H -0.83164 7.56340 3.34275 0.42
H -2.20971 3.90520 2.49251 0.66
H -3.98697 2.91382 0.80132 0.63
H -4.32324 3.90504 -1.57641 0.51
H -6.77297 3.95063 -1.91239 0.43
H -6.81342 -0.31041 -2.23489 0.41
H -4.35593 -0.35133 -1.93249 0.55
H -0.92887 -2.54214 -5.11195 0.73
H -0.38771 -3.68706 -7.22446 0.42
H 3.53440 -1.97610 -7.14330 0.45
H 2.97751 -0.81055 -5.03932 0.53
H 3.64765 -3.89537 -3.34680 0.30
H 4.55299 -2.39129 -1.31722 0.66
H 4.30775 1.03957 2.83683 0.68
H 2.72282 3.07185 3.45730 0.70
H 3.80894 -2.78625 0.90341 0.99
H 5.66288 -3.94000 2.04869 0.47
H 7.82443 -0.25849 2.25556 0.43
H 5.98148 0.88918 1.07372 0.53
H -1.26534 -0.14026 -5.51741 0.62
H -3.20275 1.30042 -4.32299 0.57
S -1.24633 -3.72019 -1.46841 -0.20
C 0.20735 -4.49898 -1.54901 0.31
S 1.26772 -5.01804 -0.40748 -0.28
C 0.55116 -4.60937 -3.05998 0.19
C 1.71279 -4.17648 -3.49556 -0.04
N 2.74242 -3.46380 -3.19994 0.31
C -0.43486 -5.18901 -3.90589 0.00
N -1.19318 -5.70512 -4.59973 -0.55
S 2.72337 -1.13310 4.98516 -0.26
C 2.51341 -2.43555 3.88436 -0.38
C 1.55814 -2.12607 2.97216 -0.77
N 0.99064 -0.89135 3.12388 0.35
C 1.49852 -0.25988 4.12511 -0.55
H 3.10092 -3.33131 3.98614 0.49
H 1.21420 -2.77363 2.17667 0.58
H 1.19699 0.72744 4.43880 0.49
C -3.57949 -0.73523 1.34496 0.31
C -4.72713 -1.25030 2.25602 -1.03
N -4.18027 -1.68643 3.54157 -0.25
C -3.20256 -2.74969 3.29688 -0.92
C -2.04268 -2.20645 2.41986 0.34
N -2.31298 -0.81413 2.06642 0.58
C -2.38376 -0.00792 3.27987 0.48
C -3.51555 -0.55710 4.19254 -0.91
H -3.74058 0.30246 1.04820 -0.46
H -3.48338 -1.33925 0.43856 0.18
H -5.24281 -2.10212 1.80599 0.28
H -5.46715 -0.46902 2.44854 0.46
H -3.72457 -3.57383 2.80472 0.29
H -2.84254 -3.10807 4.26481 0.41
H -1.93654 -2.77438 1.49328 0.12
H -1.09224 -2.23603 2.95045 -0.23
H -2.56675 1.02878 2.98939 -0.18
H -1.41008 -0.05670 3.77023 -0.22
H -4.27216 0.20570 4.39581 0.39
H -3.12170 -0.90386 5.15152 0.31
```

For the gap between HOMO and LUMO, the calculation gives 4.09 eV. The calculation puts the relative energy (zero: lowest compared OMol25 entry of this formula, charge and spin) at 101.0 kcal/mol. The net charge is -1. As for the HOMO energy: -3.89 eV.

2.
Here is C57H43N10OPSSn as an isolated structure from OMol25. Energies are from wB97M-V/def2-TZVPD.

The geometry in XYZ format:
```
114
Properties=species:S:1:pos:R:3:mulliken_charge:R:1
Sn 13.90083 14.76322 15.71741 1.27
C 15.96377 9.24582 14.68087 -1.01
N 15.23707 10.50070 14.45372 0.74
C 15.35975 11.68359 15.14436 -0.99
N 14.36289 12.54289 14.72444 0.97
C 13.64235 11.88595 13.70808 -0.34
C 14.18850 10.69111 13.53477 1.02
C 13.76704 9.66900 12.50578 -0.49
C 12.69976 8.88166 12.79041 0.28
C 12.32694 7.91812 11.81335 -0.75
C 13.11852 7.65690 10.71962 -0.64
C 14.20288 8.48870 10.49377 -0.71
C 14.53400 9.49657 11.34675 -0.47
C 12.46546 12.56286 13.04283 -0.06
C 11.20568 11.98779 12.98610 0.33
C 10.05431 12.73125 12.57644 -1.06
C 10.20809 14.06261 12.23109 -0.64
C 11.52390 14.61120 12.25089 -0.96
C 12.64897 13.88431 12.57196 -0.70
P 16.32036 11.78092 16.62948 -0.62
C 15.19067 12.54744 17.89814 -0.74
N 14.36264 13.67912 17.73436 0.36
C 13.58768 13.64947 18.89484 0.36
C 13.99909 12.72803 19.79733 0.14
N 14.99186 12.00576 19.10650 0.72
C 15.70092 10.83293 19.63039 -1.18
C 13.52439 12.38745 21.14933 -0.53
C 14.04383 13.02180 22.25039 -0.06
C 13.53107 12.75443 23.51062 -0.50
C 12.57412 11.78245 23.71796 -0.58
C 12.03722 11.18631 22.56913 -0.78
C 12.54634 11.43145 21.28614 0.15
C 12.46462 14.57476 19.06935 0.15
C 12.73911 15.96093 18.92115 -0.39
C 11.66960 16.84174 18.99434 -0.95
C 10.38782 16.30851 19.31624 -0.38
C 10.12854 14.99533 19.52607 -1.17
C 11.20438 14.09818 19.34903 0.74
C 17.32023 13.21491 16.26598 -0.59
N 16.97386 14.36114 15.66836 -0.13
C 17.98457 15.22431 15.72374 0.05
C 19.12932 14.60272 16.30273 0.59
N 18.64600 13.33097 16.64016 0.24
C 19.57602 12.31734 17.15225 -1.35
C 20.41894 15.17449 16.73403 0.18
C 21.01300 16.03607 15.78268 -0.58
C 22.16248 16.80180 16.16304 -0.70
C 22.80672 16.54354 17.36351 -0.51
C 22.25590 15.63416 18.26698 -0.51
C 21.04262 14.98224 17.99740 -0.26
C 17.84308 16.58115 15.19070 0.38
C 17.23064 16.83235 13.96665 -0.52
C 17.14169 18.13528 13.57442 -0.64
C 17.66192 19.17199 14.32316 -0.43
C 18.28106 18.94697 15.55020 -0.94
C 18.27235 17.64222 16.00388 -0.22
H 15.67420 8.43408 13.97220 0.32
H 17.02478 9.41858 14.57671 0.40
H 15.84745 8.93032 15.69204 0.39
H 12.09983 8.96405 13.74196 0.18
H 11.41937 7.37373 12.02818 0.46
H 12.82193 6.88399 10.08096 0.49
H 14.78577 8.27648 9.61005 0.40
H 15.29836 10.21315 11.20683 0.60
H 10.95810 11.04133 13.49038 0.33
H 9.05711 12.33049 12.42748 0.44
H 9.33561 14.64408 12.08636 0.60
H 11.69132 15.58610 11.90302 0.53
H 13.65800 14.25732 12.56629 0.84
H 15.82530 11.00129 20.71855 0.38
H 15.08894 9.94652 19.47099 0.30
H 16.63158 10.78380 19.17998 0.49
H 14.80213 13.78012 22.07269 0.47
H 14.00589 13.30988 24.45120 0.23
H 12.15493 11.58962 24.69764 0.42
H 11.20930 10.51559 22.62621 0.48
H 12.21260 10.82296 20.47947 0.45
H 13.81715 16.31318 18.89256 0.31
H 11.73967 17.89335 18.82757 0.55
H 9.69756 17.12958 19.34038 0.43
H 9.16176 14.61350 19.87263 0.50
H 10.98122 12.94303 19.35755 -0.06
H 20.54247 12.70489 16.87967 0.67
H 19.62834 12.30346 18.25247 0.31
H 19.40485 11.34578 16.67865 0.36
H 20.49718 16.14573 14.88508 0.73
H 22.49413 17.60809 15.49776 0.39
H 23.69550 17.09993 17.60461 0.42
H 22.69379 15.42623 19.24274 0.38
H 20.59958 14.37410 18.78015 0.39
H 16.88855 16.02530 13.35186 0.61
H 16.68790 18.38960 12.60710 0.40
H 17.59679 20.16892 13.93599 0.44
H 18.77688 19.67824 16.17371 0.45
H 18.69287 17.28833 16.95322 0.56
O 12.02964 13.82516 15.99812 0.62
N 10.77896 14.34774 15.96431 0.26
C 9.90167 13.38438 16.22886 -0.57
C 8.54815 13.57074 16.06712 -1.14
C 8.14291 14.84705 15.76595 -0.44
C 9.00996 15.87159 15.57070 -1.02
C 10.42182 15.67314 15.62957 0.36
S 11.66071 16.80165 15.44789 -0.07
H 10.42007 12.45356 16.41970 0.64
H 7.86822 12.75744 16.14193 0.64
H 7.09441 14.99161 15.42342 0.39
H 8.75099 16.89851 15.35995 0.55
N 9.76210 10.96446 18.83124 -0.69
C 10.46059 10.42368 18.07870 0.38
C 11.20930 9.89719 17.01086 -0.02
C 12.65130 9.83726 17.13634 -0.02
N 13.79887 9.77764 17.25354 -0.41
C 10.57813 9.62154 15.79258 0.61
N 9.90440 9.33711 14.87826 -0.68
```

For the gap between HOMO and LUMO (alpha / beta), the calculation gives 6.84 / 3.66 eV. The net charge is +1. The spin multiplicity is 2. The expectation value of S² is 0.79. As for the HOMO energy (alpha / beta): -9.74 / -9.73 eV.

The following F_max values (in eV/Å) correspond, in order, to the records above: 1.502; 3.643.